{"formula": "C12H20BNO24S4", "method": "wB97M-V/def2-TZVPD", "elements": ["N", "H", "H", "H", "H", "O", "C", "O", "B", "O", "C", "O", "O", "C", "O", "C", "O", "O", "C", "C", "O", "S", "O", "O", "O", "H", "H", "H", "H", "C", "C", "O", "S", "O", "O", "O", "H", "H", "H", "H", "C", "C", "O", "S", "O", "O", "O", "H", "H", "H", "H", "C", "C", "O", "S", "O", "O", "O", "H", "H", "H", "H"], "xyz": [[-0.123526, -1.543049, -0.126442], [-0.670875, -2.324910, 0.258638], [0.760391, -1.977600, -0.384790], [-0.102933, -0.720822, 0.483330], [-0.553178, -1.201050, -0.990853], [-0.324436, 3.213502, 3.175105], [-0.934810, 2.190237, 3.284982], [-0.422888, 1.010967, 3.651780], [-1.479733, -0.030579, 3.451133], [-2.662626, 0.701246, 3.091079], [-2.380094, 1.967254, 2.868183], [-3.116517, 2.805054, 2.438618], [-1.667435, -0.905512, 4.632456], [-1.411692, -2.169387, 4.335887], [-1.509908, -3.144370, 5.010074], [-1.068258, -2.199025, 2.802065], [-0.975860, -0.959199, 2.399281], [-0.811351, -3.182546, 2.147601], [-0.454822, 0.615157, -3.662764], [-1.321245, 1.858495, -3.841063], [-1.463605, 2.351543, -2.508942], [-1.775519, 1.146598, -1.517109], [-3.124953, 0.709646, -1.667930], [-1.193195, 1.307339, -0.225781], [-0.782214, 0.115430, -2.360891], [0.577685, 0.936757, -3.504301], [-0.526520, -0.091068, -4.482877], [-2.337080, 1.562592, -4.133516], [-0.993130, 2.603224, -4.555576], [-5.524305, -0.400412, 1.912015], [-5.826814, 0.020757, 0.495210], [-5.235914, -0.990101, -0.347377], [-4.138663, -1.833524, 0.460730], [-2.849330, -1.620404, -0.128487], [-4.609223, -3.167761, 0.630933], [-4.278529, -1.030701, 1.851220], [-6.329973, -0.937275, 2.423317], [-5.476236, 0.517118, 2.509079], [-5.289179, 0.942992, 0.240862], [-6.850286, 0.262327, 0.217672], [4.383146, 2.229538, 2.255245], [4.804627, 1.619697, 0.888186], [3.627091, 1.108456, 0.286224], [2.261843, 1.641317, 0.964045], [1.376708, 0.534058, 1.134564], [1.814928, 2.867833, 0.386876], [2.999547, 1.914582, 2.365516], [4.568891, 3.293656, 2.376935], [4.772639, 1.655973, 3.098787], [5.493583, 0.788960, 0.982520], [5.176047, 2.482322, 0.333031], [4.631192, -2.223503, -4.036449], [5.213202, -0.861127, -3.661115], [4.679188, -0.631367, -2.356619], [3.298121, -1.402973, -2.094409], [2.145852, -0.563637, -2.085164], [3.530310, -2.238619, -0.965565], [3.331477, -2.224156, -3.492847], [5.200637, -3.093874, -3.698286], [4.677474, -2.340111, -5.122684], [4.978325, -0.053720, -4.352592], [6.293949, -0.912246, -3.538752]], "atomic_forces_ev_per_a": [[-0.393, -0.878, -1.239], [-0.293, 0.533, 0.508], [0.463, 0.779, 0.377], [0.529, -0.367, 0.560], [0.062, -0.391, -0.015], [-0.112, 0.034, 0.269], [1.265, -0.243, -0.436], [-0.825, 0.012, 0.078], [1.413, 0.118, 0.835], [-0.765, -0.400, -0.266], [-0.173, 0.642, 0.197], [-0.275, -0.154, -0.093], [0.072, 0.151, 0.013], [-0.661, -0.054, -1.246], [0.157, 0.083, 0.473], [0.783, -0.615, 0.876], [-0.641, 0.309, -0.467], [-0.275, 0.375, -0.130], [1.185, 1.414, 0.510], [-1.546, -1.338, -0.072], [0.206, 0.956, 0.969], [0.528, -0.948, -0.860], [0.567, 0.589, -0.076], [-0.366, 0.273, -0.949], [-1.360, -0.229, 0.481], [0.112, -0.116, -0.622], [-0.291, -0.356, 0.306], [0.149, -0.040, -0.277], [0.471, 0.245, 0.448], [-1.667, 1.756, 0.771], [0.822, 1.121, -0.783], [0.018, -0.617, 0.234], [-0.646, -0.012, -0.093], [-0.599, -0.068, 0.666], [0.239, 0.389, -0.106], [0.817, -0.953, -0.764], [0.375, -0.864, -0.448], [0.708, -0.140, -0.029], [0.171, -0.114, 0.316], [-0.218, -0.870, 0.154], [-0.418, -1.523, 0.486], [-0.139, 1.279, 0.535], [-0.785, -0.138, -0.692], [0.882, 0.275, 1.214], [0.569, 0.595, -0.334], [0.406, -0.797, -0.037], [-1.451, 0.282, -0.243], [-0.073, 0.009, -0.221], [0.535, 0.389, -0.128], [0.194, 0.127, -0.102], [0.313, -0.545, -0.558], [1.332, -0.072, -0.952], [0.537, -0.741, 0.330], [-0.768, 0.538, 0.296], [0.915, -0.219, -0.029], [0.376, -0.149, -0.443], [-0.295, -0.091, -0.390], [-0.857, 0.309, 0.507], [0.024, 0.318, 0.640], [-0.921, 0.151, 0.030], [-0.364, -0.031, 0.076], [-0.020, 0.022, -0.053]], "lumo_energy_ev": -0.3, "de_lowest_kj_mol": 43.1, "gap_ha": 0.326, "total_energy_ev": -107417.117}